DFT (ωB97M-V/def2-TZVPD) results for 6 unconnected molecules or ions with the total composition C12H18F3N3O15.

Properties
LUMO = 0.369 eV
HOMO energy = -10.85 eV
multiplicity = 1
SMILES string = O=C1OC[C@@H](F)O1.O=C1OC[C@@H](F)O1.O=C1OC[C@@H](F)O1.C[N+](=O)[O-].C[N+](=O)[O-].C[N+](=O)[O-]
gap between HOMO and LUMO = 11.22 eV

Each line ends with the Löwdin charge.
Positions of all 51 atoms, in Å:
1 O -3.259 0.612 -1.646  0.1828
2 C -4.268 0.830 -2.221  -0.5390
3 O -4.826 0.069 -3.169  0.0876
4 C -6.108 0.595 -3.510  -0.0411
5 C -6.074 1.998 -2.916  -0.3095
6 F -7.237 2.295 -2.255  0.0557
7 O -5.038 1.941 -1.984  0.1407
8 H -6.273 0.582 -4.582  0.1379
9 H -6.869 -0.015 -3.021  0.1443
10 H -5.940 2.787 -3.658  0.1689
11 O 2.845 0.124 1.434  0.1733
12 C 3.555 0.217 0.487  -0.5384
13 O 3.555 -0.661 -0.543  0.0629
14 C 4.602 -0.317 -1.434  -0.0635
15 C 4.931 1.112 -1.057  -0.2839
16 F 4.246 2.015 -1.821  0.0704
17 O 4.444 1.205 0.260  0.1352
18 H 5.457 -0.982 -1.277  0.1463
19 H 4.305 -0.474 -2.469  0.1414
20 H 5.987 1.362 -1.064  0.1702
21 O -0.419 -3.228 0.240  0.1872
22 C -0.358 -2.055 0.363  -0.5488
23 O 0.105 -1.211 -0.583  0.0578
24 C -0.139 0.149 -0.170  -0.0194
25 C -0.407 -0.009 1.315  -0.3258
26 F -1.437 0.787 1.723  0.0580
27 O -0.730 -1.366 1.477  0.1349
28 H 0.694 0.804 -0.399  0.1330
29 H -1.052 0.456 -0.684  0.1217
30 H 0.456 0.184 1.954  0.1335
31 C 2.155 -3.241 -2.029  0.0443
32 N 2.643 -4.638 -2.161  -0.4459
33 O 1.897 -5.529 -1.824  0.0788
34 O 3.767 -4.791 -2.601  0.0537
35 H 1.943 -3.094 -0.973  0.0856
36 H 1.244 -3.057 -2.585  0.1079
37 H 2.977 -2.588 -2.288  0.0715
38 C -2.091 -0.908 4.748  0.0586
39 N -0.680 -1.177 5.172  -0.4455
40 O 0.172 -0.371 4.851  0.0534
41 O -0.485 -2.157 5.860  0.0708
42 H -2.465 -0.194 5.474  0.1033
43 H -2.624 -1.849 4.764  0.0977
44 H -2.036 -0.512 3.740  0.0698
45 C 0.990 3.161 2.123  0.0644
46 N 1.616 3.805 0.912  -0.4446
47 O 0.896 4.526 0.248  0.0587
48 O 2.786 3.596 0.697  0.0702
49 H 1.108 3.938 2.875  0.1075
50 H 1.503 2.225 2.308  0.0784
51 H -0.063 3.049 1.897  0.0871

Atoms 1-2, force components in eV/Å:
0.3 -0.2 0.0
-0.3 0.5 0.3

DFT (ωB97M-V/def2-TZVPD) results for 2 unconnected molecules or ions with the total composition C11H18 in a non-equilibrium geometry.

Properties
LUMO (spin up / spin down) = 3.431 / 3.422 eV
HOMO energy (spin up / spin down) = 0.86 / -3.53 eV
total charge = -1
multiplicity = 2
expectation value of S² = 0.7608
gap between HOMO and LUMO (spin up / spin down) = 2.57 / 6.95 eV

Each line ends with the Löwdin spin population.
Positions of all 29 atoms, in Å:
1 C -1.926 -1.959 -0.168  0.0025
2 C -1.088 -2.422 -1.286  0.0010
3 C -3.057 -2.907 0.059  0.0002
4 C -1.162 -1.846 1.141  0.0008
5 H -2.344 -1.010 -0.349  0.0032
6 H -0.399 -1.633 -1.715  0.0002
7 H -2.702 -3.877 0.663  0.0001
8 H -3.855 -2.423 0.716  0.0001
9 H -3.497 -3.186 -0.935  0.0001
10 H -0.567 -2.851 1.486  0.0005
11 H -0.496 -1.007 1.034  -0.0006
12 H -1.813 -1.748 2.012  0.0000
13 H -1.676 -2.654 -2.230  0.0003
14 H -0.497 -3.236 -1.117  0.0000
15 C 3.149 0.293 -0.583  0.0215
16 C -0.343 1.925 -0.754  0.2329
17 C -0.227 2.502 0.523  0.0703
18 C 0.769 1.155 -1.028  0.0861
19 C 1.904 1.200 -0.276  0.0793
20 C 0.859 2.464 1.462  0.1251
21 C 2.020 1.791 1.038  0.2826
22 H -1.318 2.065 -1.260  0.0301
23 H -0.918 3.300 0.773  0.0026
24 H 0.743 0.441 -1.973  0.0030
25 H 0.860 2.602 2.457  0.0056
26 H 4.102 0.691 -0.241  0.0031
27 H 3.094 0.168 -1.673  0.0027
28 H 2.966 1.872 1.630  0.0361
29 H 2.929 -0.693 -0.048  0.0104

Atoms 1-2, force components in eV/Å:
0.1 -1.4 1.8
-0.2 2.8 -4.0

DFT (ωB97M-V/def2-TZVPD) results for a molecular structure, C18H38BBr4F4K2N2O8 in a non-equilibrium geometry.

Properties
LUMO = -4.463 eV
HOMO energy = -10.24 eV
total charge = +1
multiplicity = 1
gap between HOMO and LUMO = 5.78 eV

Each line ends with the Löwdin charge.
Positions of all 77 atoms, in Å:
1 K -1.332 -7.292 4.332  0.9802
2 K -6.690 -3.688 2.428  0.9728
3 B -1.914 -2.676 2.187  -1.4019
4 F -0.973 -2.196 1.301  0.1213
5 F -1.305 -2.884 3.399  0.1084
6 F -2.891 -1.734 2.303  0.1324
7 F -2.382 -3.930 1.799  0.0750
8 C 2.457 4.605 9.406  -0.0516
9 C 1.320 3.900 10.306  -0.2108
10 O 0.676 2.801 9.716  -0.0169
11 C 0.128 2.943 8.413  -0.5151
12 O -0.103 4.023 7.922  0.1246
13 O -0.289 1.744 8.011  -0.0088
14 C -0.903 1.559 6.740  -0.0269
15 H 3.373 4.031 9.273  0.0655
16 H 2.845 5.308 10.144  0.0611
17 H 2.152 5.136 8.504  0.0653
18 H 0.694 4.661 10.771  0.1151
19 H 1.783 3.391 11.151  0.1147
20 H -0.119 1.350 6.013  0.0995
21 H -1.456 2.485 6.582  0.0938
22 H -1.591 0.714 6.694  0.0907
23 C 2.060 -1.932 -8.730  -0.0474
24 C 1.235 -3.160 -8.249  -0.2519
25 O 1.092 -3.150 -6.868  0.0097
26 C 0.459 -4.209 -6.225  -0.5857
27 O 0.293 -5.311 -6.642  0.1501
28 O 0.328 -3.895 -4.977  0.0116
29 C 0.147 -4.827 -3.940  -0.0390
30 H 2.964 -1.947 -8.122  0.0716
31 H 1.494 -1.049 -8.434  0.0730
32 H 2.371 -1.877 -9.774  0.0770
33 H 1.587 -4.143 -8.562  0.1224
34 H 0.239 -3.034 -8.672  0.1192
35 H -0.661 -5.550 -4.049  0.0937
36 H -0.011 -4.314 -2.991  0.0957
37 H 1.067 -5.410 -3.890  0.1016
38 C -4.521 -1.236 -2.571  -0.3237
39 O -5.617 -1.611 -2.155  -0.0305
40 N -4.347 -0.384 -3.623  -0.1881
41 C -3.042 0.030 -4.075  -0.0639
42 C -5.523 0.307 -4.197  -0.0342
43 H -3.543 -1.482 -2.129  0.1319
44 H -2.268 -0.384 -3.428  0.0853
45 H -2.935 1.108 -3.961  0.0870
46 H -2.819 -0.242 -5.107  0.0913
47 H -6.502 0.077 -3.777  0.0837
48 H -5.385 1.388 -4.216  0.0852
49 H -5.591 0.014 -5.244  0.0856
50 C -3.230 5.817 0.057  -0.3069
51 O -3.252 7.014 -0.200  0.0114
52 N -2.181 4.971 -0.263  -0.2029
53 C -2.155 3.609 0.165  -0.0816
54 C -1.014 5.494 -0.904  -0.0680
55 H -4.027 5.265 0.579  0.1275
56 H -1.298 3.340 0.782  0.0914
57 H -2.175 2.934 -0.691  0.0824
58 H -3.048 3.329 0.724  0.0819
59 H -0.483 4.791 -1.546  0.0849
60 H -1.168 6.393 -1.501  0.0906
61 H -0.239 5.769 -0.188  0.0909
62 Br 6.688 -4.012 2.148  0.5496
63 C 5.040 -5.153 2.190  -0.6613
64 C 3.910 -4.468 1.479  -0.6289
65 Br 4.521 -4.016 -0.395  0.5208
66 H 4.681 -5.326 3.205  0.0629
67 H 5.369 -6.030 1.634  0.0451
68 H 3.653 -3.538 1.987  0.0630
69 H 3.085 -5.159 1.307  0.0498
70 Br 2.720 1.481 -3.828  0.5159
71 C 4.163 1.423 -2.387  -0.6241
72 C 3.653 1.306 -0.949  -0.7115
73 Br 5.054 1.010 0.357  0.6215
74 H 4.725 2.352 -2.478  0.0511
75 H 4.834 0.588 -2.587  0.0482
76 H 2.892 0.530 -0.862  0.0533
77 H 3.227 2.253 -0.617  0.0441

Atoms 1-2, force components in eV/Å:
0.1 0.3 -0.1
0.3 0.3 -0.3

DFT (ωB97M-V/def2-TZVPD) results for a gas-phase ion, C8H14 (charge -1) in a non-equilibrium geometry.

Properties
LUMO (spin up / spin down) = 3.574 / 3.187 eV
HOMO energy (spin up / spin down) = -1.25 / -0.57 eV
total charge = -1
multiplicity = 2
expectation value of S² = 0.7837
gap between HOMO and LUMO (spin up / spin down) = 4.82 / 3.76 eV

Each line ends with the Löwdin spin population.
Positions of all 22 atoms, in Å:
1 C -3.554 0.790 0.315  0.1179
2 C -3.003 -0.513 -0.263  0.0144
3 C -1.482 -0.672 -0.657  0.0226
4 C -0.681 0.471 -0.039  0.0362
5 C 0.793 0.457 -0.206  0.2886
6 C 1.648 0.038 0.787  0.0263
7 C 2.971 -0.414 0.708  0.3543
8 C 3.927 0.027 -0.353  0.0551
9 H -4.191 0.777 1.198  0.0066
10 H 1.216 0.529 -1.210  0.0152
11 H -3.923 1.551 -0.398  0.0032
12 H -2.821 -0.768 0.807  -0.0001
13 H -3.607 -1.288 -0.759  0.0062
14 H -1.133 -1.607 -0.203  -0.0007
15 H -1.277 -0.677 -1.734  -0.0005
16 H -1.082 1.404 -0.465  0.0118
17 H -0.918 0.568 1.021  -0.0004
18 H 1.243 -0.075 1.792  -0.0059
19 H 3.299 -0.972 1.574  0.0213
20 H 3.491 0.828 -0.949  0.0008
21 H 4.883 0.332 0.081  0.0107
22 H 4.201 -0.785 -1.048  0.0163

Atoms 1-2, force components in eV/Å:
-0.1 1.3 -2.3
1.0 0.4 3.4

DFT (ωB97M-V/def2-TZVPD) results for a single C18H30F3N3O12P2 molecule in a non-equilibrium geometry.

Properties
LUMO = -0.734 eV
HOMO energy = -9.46 eV
multiplicity = 1
SMILES string = CCOP(=O)(CCC[C@@]1(C[C@H](O)CN)[C@H](C(=O)NC(=O)F)[C@H](P(=O)(O)O)O[C@@H]1N(C(=O)F)C(=O)F)OCC
gap between HOMO and LUMO = 8.73 eV

Each line ends with the Löwdin charge.
Positions of all 68 atoms, in Å:
1 C 4.885 1.859 0.381  -0.0937
2 C 3.924 1.709 -0.909  -0.2932
3 O 4.199 0.439 -1.578  -0.2664
4 P 3.320 -0.846 -0.818  0.7444
5 O 2.671 -0.397 0.507  -0.3408
6 C 1.924 -1.403 -1.959  -0.1935
7 C 0.461 -1.386 -1.224  -0.1943
8 C -0.171 0.056 -1.532  -0.1229
9 C -1.426 0.444 -0.560  -0.2129
10 C -2.895 -0.083 -1.051  -0.0327
11 C -2.841 -1.580 -1.690  -0.3125
12 O -4.158 -1.842 -2.285  -0.0765
13 C -2.569 -2.734 -0.609  -0.2180
14 N -2.213 -4.027 -1.303  -0.0208
15 C -1.148 0.579 1.015  -0.0685
16 C -1.760 -0.481 2.043  -0.3294
17 O -2.895 -1.017 1.997  0.0663
18 N -0.903 -0.834 3.227  0.1417
19 C 0.288 -1.611 2.828  -0.3423
20 O 1.414 -1.105 3.093  0.0980
21 F 0.209 -2.901 2.220  0.0432
22 C -1.732 2.068 1.428  -0.2223
23 P -3.120 2.181 2.704  0.7160
24 O -4.455 1.572 2.249  -0.3041
25 O -2.628 1.637 4.270  -0.1846
26 O -3.429 3.875 2.916  -0.1895
27 O -2.294 2.650 0.202  -0.1001
28 C -1.511 2.057 -0.856  -0.2766
29 N -1.653 2.527 -2.266  0.1178
30 C -2.931 3.223 -2.533  -0.3000
31 O -3.642 2.791 -3.483  0.1304
32 F -3.418 4.369 -1.857  0.0865
33 C -0.526 3.508 -2.446  -0.2812
34 O -0.531 4.636 -1.879  0.1310
35 F 0.631 3.206 -3.218  0.0727
36 O 4.443 -2.135 -0.638  -0.2678
37 C 4.088 -2.918 0.549  -0.2835
38 C 4.764 -2.354 1.898  -0.0896
39 H 4.841 2.921 0.816  0.0821
40 H 5.930 1.532 0.046  0.0862
41 H 4.588 1.147 1.247  0.0740
42 H 2.817 1.900 -0.692  0.0999
43 H 4.249 2.543 -1.649  0.1307
44 H 2.148 -2.406 -2.474  0.1053
45 H 1.839 -0.617 -2.805  0.1036
46 H 0.518 -1.665 -0.118  0.0939
47 H -0.158 -2.175 -1.804  0.0938
48 H 0.700 0.820 -1.429  0.1101
49 H -0.533 0.175 -2.627  0.1429
50 H -3.683 -0.005 -0.203  0.1384
51 H -3.323 0.579 -1.905  0.1299
52 H -2.097 -1.600 -2.574  0.1473
53 H -4.785 -1.622 -1.550  0.1016
54 H -1.704 -2.492 0.123  0.0910
55 H -3.501 -2.980 0.035  0.1397
56 H -1.226 -4.040 -1.600  0.0482
57 H -2.303 -4.813 -0.637  0.0683
58 H -0.013 0.630 1.249  0.1616
59 H -1.472 -1.501 3.799  0.1549
60 H -0.750 2.640 1.663  0.1646
61 H -3.215 2.160 4.883  0.0917
62 H -2.925 4.378 2.220  0.0818
63 H -0.437 2.415 -0.580  0.1565
64 H 2.935 -2.969 0.669  0.1105
65 H 4.472 -3.992 0.369  0.1257
66 H 3.945 -1.776 2.478  0.0653
67 H 5.666 -1.688 1.641  0.0883
68 H 5.107 -3.229 2.575  0.0822

Atoms 1-2, force components in eV/Å:
-0.6 -0.7 0.2
1.1 1.9 0.5

The following electronic energy values (in eV) correspond, in order, to the records above: -56063.30339; -11695.61595; -363008.02068; -8518.39582; -74919.12933.